Entry from OMol25: one molecule with the formula C24H25N3O7S (ωB97M-V with the def2-TZVPD basis set).

Geometry as XYZ:
```
60
Properties=species:S:1:pos:R:3:forces:R:3
C 6.101146 -5.347846 2.992300 0.00 -0.23 0.09
O 6.111562 -4.043700 2.456309 -0.03 0.31 -0.12
C 5.014805 -3.266215 2.601111 -0.20 0.15 0.02
C 3.843101 -3.654535 3.249104 0.27 -0.18 -0.02
C 2.781788 -2.769039 3.336435 -0.15 0.14 0.02
C 2.886331 -1.509736 2.784227 -0.65 0.25 0.10
S 1.524427 -0.366612 2.882325 0.23 -0.09 -0.39
O 0.438438 -0.988635 3.596550 0.18 -0.26 -0.08
O 1.980925 0.906917 3.359243 0.18 0.11 -0.14
N 1.181488 -0.167641 1.245863 0.62 -0.07 0.96
C 0.539064 1.079886 0.904874 -0.31 0.64 0.24
C -0.962393 1.026727 1.224245 0.25 0.37 -0.02
N -1.566175 -0.096252 0.542320 0.19 -0.19 0.07
C -2.580938 -0.113548 -0.345735 -0.07 0.37 0.09
O -3.066637 -1.148103 -0.759019 -0.29 -0.16 -0.19
C -3.163625 1.230695 -0.826916 0.18 -0.10 -0.09
C -4.545612 1.454779 -0.190905 -0.02 -0.03 0.02
C -5.489747 0.717219 -1.140409 -0.14 -0.09 0.05
C -4.778992 0.752862 -2.478298 -0.33 0.09 0.13
O -5.235609 0.553241 -3.575056 -0.21 -0.18 -0.33
N -3.487937 1.122786 -2.235335 0.66 0.13 0.13
C -2.469288 1.109913 -3.240019 -0.75 0.28 -0.38
O -1.471377 0.131675 -2.949540 0.03 -0.42 0.11
C -0.264070 0.692675 -2.731592 0.58 0.14 0.07
O 0.702542 0.063640 -2.396223 -0.18 0.02 -0.12
C -0.386238 2.148476 -2.963671 -0.62 0.27 -0.22
C 0.552878 3.163375 -2.890394 -0.06 -0.17 0.02
C 0.123400 4.452464 -3.162223 0.15 -0.01 0.04
C -1.201982 4.710991 -3.491623 -0.15 -0.02 -0.03
C -2.142501 3.691602 -3.559422 0.01 -0.05 0.01
C -1.711615 2.408154 -3.295896 0.66 -0.20 0.16
C -0.953510 -1.358780 0.925805 0.06 -0.45 -0.07
C 0.546159 -1.308804 0.620013 -0.37 -0.52 -0.08
C 4.043498 -1.109409 2.137478 0.22 -0.06 -0.03
C 5.103746 -1.982867 2.045563 0.00 -0.08 0.05
H 5.965859 -5.333766 4.077847 -0.01 0.01 -0.04
H 5.321657 -5.963394 2.533599 0.02 0.03 0.02
H 7.077147 -5.768409 2.756536 -0.09 -0.01 0.04
H 3.747189 -4.634944 3.686878 0.02 -0.09 0.03
H 1.865953 -3.043288 3.836231 -0.08 -0.10 0.06
H 1.022553 1.860655 1.492789 -0.11 0.12 -0.17
H 0.702691 1.260131 -0.161340 0.01 -0.02 0.08
H -1.442498 1.967771 0.963512 0.00 -0.05 0.03
H -1.072087 0.868060 2.304949 -0.09 0.12 -0.09
H -2.479516 2.070170 -0.681714 -0.10 -0.10 0.05
H -4.588352 1.071344 0.827026 0.01 0.05 0.03
H -4.775881 2.521415 -0.175546 0.05 -0.03 0.02
H -6.482470 1.157557 -1.206601 0.03 -0.02 -0.07
H -5.588555 -0.333011 -0.861910 -0.02 0.02 -0.03
H -2.967711 0.839937 -4.182602 0.17 0.08 0.24
H 1.577512 2.945589 -2.633569 0.13 -0.01 0.03
H 0.826959 5.269811 -3.118639 0.06 0.07 0.00
H -1.506911 5.725685 -3.698775 -0.02 0.10 -0.02
H -3.172077 3.891247 -3.812054 -0.13 0.06 -0.02
H -1.439399 -2.152489 0.357566 0.09 0.08 0.12
H -1.099798 -1.519285 1.998563 -0.07 -0.04 -0.18
H 1.036562 -2.208346 0.994223 -0.06 -0.13 -0.15
H 0.710266 -1.226658 -0.459039 0.01 -0.07 0.15
H 4.091336 -0.116852 1.721098 0.11 0.12 -0.12
H 6.020193 -1.705569 1.550106 0.10 0.06 -0.06
```
Positions in Å, forces in eV/Å.

The value obtained for the LUMO energy is 0.06 eV. The SMILES is COc1ccc(S(=O)(=O)N2CCN(C(=O)[C@@H]3CCC(=O)N3[C@@H]3OC(=O)c4ccccc43)CC2)cc1. Its orbital gap is 0.3263 hartree. The calculation puts the HOMO energy at -8.82 eV. The calculation puts the energy above the lowest of the compared OMol25 structures with the same formula, charge and spin at 21.4 kcal/mol. The value obtained for the energy is -2018.74510 Ha.

***

Entry from OMol25: C24H25N6NiO2 as an isolated structure (ωB97M-V with the def2-TZVPD basis set).

Geometry as XYZ:
```
58
Properties=species:S:1:pos:R:3:forces:R:3
Ni -1.202272 -0.996259 0.731139 0.49 0.79 0.26
O -3.818058 1.816412 -0.421703 0.41 -1.06 -0.06
C -3.147027 0.827265 -0.087342 -0.54 1.40 0.22
N -1.992320 0.794573 0.544980 1.53 -0.54 0.16
C -1.083397 1.823671 0.912565 -0.19 -1.07 1.06
C -1.247721 3.182388 0.766451 -0.94 0.84 -0.67
C -0.367315 4.141389 1.267300 0.04 -0.02 -0.23
C 0.692389 3.686455 2.022393 0.08 -0.62 -0.21
C 0.868767 2.307713 2.198263 0.21 0.68 0.29
C 0.037442 1.345933 1.666985 -0.08 0.17 -0.02
N 0.211983 -0.052556 1.786210 0.37 -1.14 0.10
C 1.363640 -0.736531 2.157125 -0.47 2.11 -0.33
O 1.529638 -1.911480 1.900550 -0.78 -1.28 -0.69
C 2.559479 -0.139496 2.875680 -0.08 -0.69 1.85
C 2.569815 -0.244143 4.274013 -0.73 0.61 -1.24
C 3.691123 0.080150 4.969308 1.07 -0.08 1.66
C 4.828289 0.538657 4.298305 -0.24 -0.60 -0.23
C 4.743758 0.517032 2.914780 0.76 0.29 -0.16
N 3.670576 0.126867 2.249758 -0.50 0.58 -1.92
C -3.629000 -0.583383 -0.396259 -1.07 0.34 -0.99
C -4.725054 -0.700656 -1.230801 -0.59 0.90 0.26
C -5.095298 -1.947084 -1.710807 0.53 -0.48 0.42
C -4.462096 -3.090712 -1.200539 0.85 1.89 0.38
C -3.430166 -2.867542 -0.280279 -0.77 -1.17 -0.80
N -2.979062 -1.667641 0.013773 1.03 0.63 1.01
H -2.139453 3.536170 0.262345 0.02 -0.16 -0.10
H -0.540911 5.197510 1.020800 0.11 -0.53 0.37
H 1.440019 4.313309 2.479814 -0.09 0.37 -0.01
H 1.684908 2.035068 2.826984 0.43 -0.32 0.22
H 1.655085 -0.522552 4.719212 -0.72 -0.41 0.85
H 3.726313 -0.091033 6.069658 -0.09 0.37 -0.95
H 5.754670 0.750058 4.824840 -0.23 0.17 -0.17
H 5.548832 0.799108 2.231145 0.16 -0.05 0.64
H -5.248592 0.261494 -1.410237 0.35 -0.90 -0.36
H -5.831721 -2.022114 -2.476974 -0.59 -0.13 -0.30
H -4.616058 -4.078360 -1.546836 -0.56 -0.74 -0.16
H -2.967403 -3.715113 0.203517 0.32 -0.02 -0.04
C 1.974542 0.072750 -1.973727 -0.73 1.55 -1.70
C 0.989493 -0.176611 -0.890339 -2.30 -0.05 -0.24
N -0.252138 -0.883119 -1.396474 -0.36 -0.23 -0.51
C -1.027245 -0.101296 -2.438962 0.35 -1.45 0.37
C -0.079412 0.396659 -3.518455 1.34 0.01 0.32
N 1.278180 -0.285520 -3.284699 -1.34 -1.34 0.40
C 1.039528 -1.819898 -3.266419 1.53 -0.05 -0.36
C 0.122607 -2.154734 -2.061663 0.62 0.05 0.70
H 2.863775 -0.497435 -1.912520 0.86 -0.66 0.00
H 2.228546 1.134981 -2.042216 0.10 -0.17 0.01
H 0.608328 0.737657 -0.416327 0.50 -0.17 -0.34
H 1.344260 -0.835352 -0.140421 0.76 -0.38 0.59
H -1.411363 0.768696 -1.970592 -0.94 0.52 0.53
H -1.809711 -0.812484 -2.837709 0.65 1.11 0.49
H 0.106540 1.467831 -3.467351 0.00 0.06 0.26
H -0.334737 0.203342 -4.551724 -0.29 -0.39 -0.12
H 1.795291 -0.023659 -4.098331 1.01 -0.07 -0.39
H 2.076672 -2.283016 -3.198091 -1.38 0.51 -0.07
H 0.584090 -2.116825 -4.224986 0.24 0.30 0.33
H 0.605788 -2.815776 -1.310191 -0.01 0.47 -0.56
H -0.756859 -2.690768 -2.424938 -0.07 0.25 0.16
```
Positions in Å, forces in eV/Å.

The value obtained for the LUMO energy (alpha / beta) is -3.01 / -3.12 eV. Its orbital gap (alpha / beta) is 0.2544 / 0.2509 hartree. Its multiplicity is 3. The expectation value of S² is 2.006. The calculation puts the HOMO energy (alpha / beta) at -9.93 / -9.95 eV. The calculation puts the energy above the lowest of the compared OMol25 structures with the same formula, charge and spin at 8.2 kcal/mol. The charge is +1. The value obtained for the energy is -2916.63542 Ha.

***

Entry from OMol25: C24H26AsF6N2STc as an isolated structure (ωB97M-V with the def2-TZVPD basis set).

Geometry as XYZ:
```
61
Properties=species:S:1:pos:R:3:forces:R:3
Tc -0.572010 0.431291 0.540014 -0.19 0.53 -0.03
C -1.219013 1.137324 -1.629807 0.01 -0.65 -0.70
C -2.352078 0.885354 -0.784386 -0.15 -0.55 -0.36
C -2.340673 1.867284 0.245855 -0.11 0.10 0.47
C -1.152875 2.644731 0.091126 0.04 0.33 0.30
C -0.432683 2.137983 -1.033561 0.69 0.29 -0.03
C 0.801190 2.741085 -1.630509 -0.07 -0.03 0.13
C -0.781750 3.828392 0.904212 -0.07 -0.07 -0.06
C -3.482929 2.165625 1.156714 0.02 -0.01 -0.20
C -3.511660 -0.004910 -1.091865 0.04 0.04 0.05
C -1.055820 0.714993 -3.053360 0.12 -0.05 0.15
H 1.327828 2.041452 -2.277456 -0.03 0.00 -0.02
H 1.489679 3.112710 -0.871814 -0.04 0.01 0.00
H 0.506645 3.598599 -2.242734 0.00 0.00 -0.01
H -1.064285 3.715284 1.947912 -0.02 0.02 0.02
H -1.351273 4.677572 0.505444 0.03 0.00 0.00
H 0.274755 4.074562 0.833617 0.01 -0.02 0.00
H -3.198736 2.771422 2.007123 -0.02 0.06 -0.04
H -3.994148 1.269930 1.503169 0.03 -0.01 0.02
H -4.200275 2.739981 0.558684 -0.02 -0.03 0.00
H -3.993063 -0.374551 -0.187397 0.02 0.02 -0.01
H -3.242510 -0.852091 -1.718589 -0.06 0.09 0.03
H -4.255222 0.585977 -1.636070 -0.02 -0.02 0.01
H -0.049351 0.372345 -3.294159 -0.03 -0.01 0.03
H -1.232510 1.616752 -3.649129 0.01 -0.01 -0.02
H -1.782913 -0.025659 -3.368428 -0.01 0.02 0.02
F -0.070212 1.503477 2.257335 0.27 -0.06 0.12
As -0.798224 0.607535 3.768268 -0.32 0.02 0.59
F -0.137844 1.723157 4.819425 0.02 -0.07 -0.12
F -2.184535 1.488603 3.439665 -0.35 0.29 0.07
F -1.557917 -0.483905 4.784509 0.03 0.03 -0.08
F -1.402486 -0.450495 2.216272 -0.18 -0.29 0.17
F 0.592856 -0.331093 3.634122 0.63 -0.42 -0.09
N -0.426859 -3.089262 1.629650 -0.16 -0.04 0.05
C 0.680485 -2.398920 1.675138 0.43 0.05 -0.08
N 0.911253 -1.300562 0.848085 -0.14 0.79 -0.14
C 2.251018 -0.764049 1.021154 -0.56 -0.13 -0.25
C 2.775883 0.312950 0.341189 0.09 0.15 -0.13
C 4.065684 0.700970 0.681145 0.04 0.00 0.02
C 4.781129 0.022519 1.668381 0.03 0.09 -0.07
C 4.236536 -1.064927 2.333577 -0.01 -0.09 0.03
C 2.950707 -1.448805 1.984713 0.12 -0.15 0.25
S 2.014660 -2.784570 2.648100 0.12 -0.11 0.14
H -1.225256 -2.785246 1.091573 -0.02 0.00 0.00
H -0.562248 -3.891785 2.232840 0.02 -0.01 0.00
H 2.228301 0.818730 -0.450186 0.05 -0.06 0.08
H 4.523621 1.534999 0.165635 0.01 -0.02 0.03
H 5.783888 0.343674 1.917227 -0.02 0.00 -0.01
H 4.800817 -1.596162 3.089495 -0.02 0.02 0.00
C 0.116269 -1.137106 -0.359326 -0.23 0.36 -0.26
C 0.347536 -1.987730 -1.442716 -0.04 -0.28 0.09
C 1.588487 -2.681227 -1.558199 -0.02 0.00 -0.02
C 1.801338 -3.522482 -2.618714 -0.06 -0.01 -0.04
C 0.774767 -3.735937 -3.546963 -0.01 -0.07 -0.09
C -0.473753 -3.118573 -3.418783 0.12 -0.09 -0.02
C -0.680993 -2.244339 -2.383772 0.00 -0.01 0.04
H 2.383870 -2.517051 -0.841411 -0.03 0.03 -0.01
H 2.750606 -4.029321 -2.732470 -0.03 0.01 -0.02
H 0.945248 -4.414558 -4.374243 0.00 0.00 0.01
H -1.266215 -3.344613 -4.120526 0.03 0.00 0.02
H -1.652745 -1.807344 -2.224812 0.02 0.03 -0.03
```
Positions in Å, forces in eV/Å.

The value obtained for the LUMO energy (alpha / beta) is -11.37 / -11.67 eV. Its orbital gap (alpha / beta) is 0.2476 / 0.2367 hartree. Its multiplicity is 2. The expectation value of S² is 0.801. The calculation puts the HOMO energy (alpha / beta) at -18.11 / -18.11 eV. The calculation puts the energy above the lowest of the compared OMol25 structures with the same formula, charge and spin at 0.0 kcal/mol. The charge is +3. The value obtained for the energy is -4352.67321 Ha.

***

Entry from OMol25: one molecule with the formula C24H26Cl2N2O4S (ωB97M-V with the def2-TZVPD basis set).

Geometry as XYZ:
```
59
Properties=species:S:1:pos:R:3:forces:R:3
C -1.780220 -3.701343 2.520044 0.07 -0.03 -0.32
C -1.531496 -2.992142 1.181561 -0.27 0.21 0.18
C -2.159907 -1.593127 1.189822 0.00 -0.39 -0.13
N -0.136946 -2.894565 0.780996 0.11 -0.11 0.00
C 0.789175 -2.428838 1.788334 0.09 0.09 -0.25
C 1.866683 -1.533769 1.154023 0.01 -0.17 0.09
N 1.240719 -0.583642 0.270529 0.07 0.15 0.24
C 1.448266 -0.590120 -1.061916 -0.12 0.20 0.42
O 2.349152 -1.193132 -1.615799 0.03 -0.07 -0.28
C 0.508766 0.274894 -1.804481 0.23 0.13 -1.11
C 0.535109 0.701704 -3.104743 0.11 -0.36 0.76
C -0.588183 1.540662 -3.271540 -0.50 -0.04 0.58
C -1.236663 1.560362 -2.067422 0.20 -0.05 -1.00
C -2.404446 2.310780 -1.578105 0.43 0.19 0.75
S -1.914531 3.274371 -0.065042 -0.36 0.26 0.06
O -2.340363 2.507502 1.065095 -0.03 -0.41 -0.11
O -2.407294 4.615851 -0.163841 0.02 0.14 -0.18
C -0.091391 3.329886 -0.131236 -0.64 0.05 -0.09
C 0.490147 3.980471 -1.213532 0.35 -0.06 0.20
Cl -0.506639 4.755788 -2.370162 0.14 0.47 -0.64
C 1.866966 4.010894 -1.379822 -0.18 -0.03 0.04
C 2.673856 3.379016 -0.449608 -0.13 0.03 -0.01
C 2.117703 2.741581 0.643082 -0.26 0.02 0.04
C 0.736038 2.720926 0.804611 0.20 0.15 -0.17
Cl 0.091993 1.925848 2.178508 0.31 -0.29 0.55
O -0.576178 0.792154 -1.173552 -0.13 -0.28 0.14
C 0.373918 -3.946500 -0.084730 0.01 0.06 0.03
C 0.644760 -5.262948 0.603684 0.02 0.00 -0.08
C -0.349000 -6.229645 0.709050 0.08 -0.02 -0.06
C -0.118720 -7.411063 1.390938 -0.10 -0.06 0.01
C 1.111762 -7.642777 1.982315 0.03 -0.07 0.05
C 2.113573 -6.694325 1.872413 0.10 -0.04 0.08
C 1.882560 -5.515744 1.183924 -0.06 -0.02 -0.06
H -1.264332 -4.658043 2.548993 -0.01 -0.06 0.09
H -2.845378 -3.878403 2.647501 -0.13 -0.02 0.09
H -1.435589 -3.096904 3.355508 0.03 0.09 0.12
H -2.031251 -3.569332 0.396034 0.05 0.02 0.03
H -1.968811 -1.094669 0.242815 0.00 0.07 -0.09
H -3.234629 -1.668850 1.333310 -0.16 0.07 0.09
H -1.758328 -0.977644 1.990923 0.06 0.11 0.14
H 0.235027 -1.821859 2.505283 0.00 -0.04 0.08
H 1.274924 -3.247016 2.341951 -0.07 0.14 0.08
H 2.575374 -2.107749 0.554616 0.00 0.06 0.11
H 2.414999 -1.007714 1.942355 0.05 -0.12 -0.05
H 0.399505 -0.150264 0.621367 -0.02 0.02 -0.15
H 1.272424 0.443819 -3.835578 0.22 -0.11 -0.10
H -0.883268 2.055378 -4.162321 -0.10 0.18 -0.15
H -3.193546 1.661770 -1.201792 -0.07 0.01 0.09
H -2.789618 3.000373 -2.321427 0.06 0.04 0.02
H 2.287732 4.517482 -2.232759 0.02 0.05 -0.09
H 3.744550 3.385626 -0.577962 0.11 0.00 -0.01
H 2.737328 2.251435 1.375453 0.05 -0.06 0.09
H -0.356621 -4.091993 -0.885162 0.09 0.01 -0.01
H 1.294972 -3.576295 -0.542924 -0.02 -0.07 -0.09
H -1.311108 -6.057782 0.246846 -0.11 0.04 -0.06
H -0.900724 -8.153417 1.460510 -0.06 -0.06 0.00
H 1.291415 -8.563271 2.518026 0.02 -0.07 0.04
H 3.080268 -6.874651 2.320131 0.07 -0.02 0.03
H 2.678572 -4.791848 1.080225 0.08 0.10 -0.02
```
Positions in Å, forces in eV/Å.

The value obtained for the LUMO energy is 0.17 eV. The SMILES is CC(C)N(CCNC(=O)c1ccc(CS(=O)(=O)c2c(Cl)cccc2Cl)o1)Cc1ccccc1. Its orbital gap is 0.3090 hartree. The calculation puts the HOMO energy at -8.24 eV. The calculation puts the energy above the lowest of the compared OMol25 structures with the same formula, charge and spin at 2.6 kcal/mol. The value obtained for the energy is -2659.16604 Ha.

***

no.,F_max (Eh/bohr)
1,0.0223
2,0.0469
3,0.0186
4,0.0223